(1)
9 unconnected molecules or ions with the total composition C18H36Cl18. Source: OMol25; level of theory: wB97M-V/def2-TZVPD.

Geometry as XYZ:
```
72
Properties=species:S:1:pos:R:3:forces:R:3
Cl -3.00831 2.24729 -0.69311 -0.11 0.11 -0.16
C -4.14469 3.45984 -1.37574 0.11 -0.26 0.45
C -3.43153 4.67744 -1.88600 -0.26 0.05 -0.67
Cl -2.61602 5.57631 -0.59850 0.04 0.16 0.20
H -4.81960 3.72610 -0.56666 -0.06 0.00 -0.04
H -4.69670 2.96063 -2.16727 0.04 0.05 -0.11
H -4.16955 5.33135 -2.35686 0.06 0.07 0.20
H -2.69779 4.44552 -2.65431 0.13 -0.17 0.09
Cl 2.30710 3.03285 -0.69459 0.29 -0.20 0.05
C 0.78404 3.93545 -0.72998 -0.19 0.10 0.11
C 0.69140 4.82059 -1.93594 -0.12 0.13 -0.47
Cl 0.69152 3.93039 -3.50375 0.10 -0.05 0.28
H 0.78267 4.56232 0.15993 -0.09 0.03 0.01
H -0.04656 3.23692 -0.67396 0.03 -0.07 -0.07
H 1.52092 5.51830 -1.97403 0.06 0.03 -0.05
H -0.25068 5.36161 -1.93781 0.06 0.08 0.21
Cl -3.42597 0.38605 -4.76751 -0.07 -0.02 0.18
C -1.81604 0.93578 -5.26686 0.20 0.06 -0.26
C -1.71218 2.42204 -5.48904 -0.23 -0.07 -0.01
Cl -3.00116 3.02865 -6.56239 0.11 0.12 -0.09
H -1.55185 0.42800 -6.19013 -0.11 -0.22 0.05
H -1.11457 0.66384 -4.48589 0.10 -0.16 0.10
H -0.75656 2.60900 -5.97253 0.03 0.18 0.02
H -1.76596 2.97460 -4.56012 -0.05 0.08 0.07
Cl -0.10580 0.57865 -1.39888 0.01 -0.16 -0.20
C -0.09080 0.53532 0.37678 -0.07 0.23 0.20
C -0.59955 -0.78847 0.85321 0.17 -0.82 0.29
Cl -0.96382 -0.69242 2.60483 -0.01 0.04 0.01
H -0.71395 1.34527 0.74648 0.00 0.09 -0.06
H 0.93084 0.67613 0.71652 0.03 0.19 -0.06
H 0.17255 -1.54927 0.75364 -0.04 -0.04 -0.10
H -1.49720 -1.14915 0.36186 -0.10 0.29 -0.13
Cl 0.13620 -5.15508 1.29343 -0.05 0.01 -0.14
C -0.10384 -5.39135 3.03694 -0.10 -0.54 0.34
C 0.36807 -4.20343 3.82206 0.05 0.22 -0.18
Cl 2.15122 -4.08228 3.75840 0.14 0.08 0.09
H 0.42939 -6.29223 3.33804 0.15 0.07 -0.14
H -1.15820 -5.59352 3.21759 -0.09 0.30 -0.13
H 0.08985 -4.27677 4.86888 -0.04 -0.08 0.04
H -0.02171 -3.28200 3.39785 -0.06 0.05 0.09
Cl 3.05881 -1.29042 1.28984 -0.04 -0.10 0.04
C 4.11464 -2.63701 0.72604 -0.17 0.30 -0.18
C 5.46871 -2.45691 1.33553 0.22 0.30 0.69
Cl 6.59368 -3.67626 0.69121 -0.01 0.07 -0.02
H 4.16777 -2.52989 -0.35125 -0.09 -0.23 -0.10
H 3.66887 -3.57764 1.02767 -0.20 -0.02 -0.09
H 5.42006 -2.57252 2.41743 0.02 -0.18 -0.03
H 5.85275 -1.45532 1.15742 0.15 -0.10 -0.29
Cl -4.09360 -2.14334 3.50703 -0.02 -0.11 -0.08
C -3.92421 -2.66419 1.80282 0.00 0.38 0.17
C -4.66763 -3.93832 1.52031 0.14 0.25 -0.18
Cl -3.89105 -5.32227 2.31636 -0.06 -0.21 0.05
H -2.86202 -2.76494 1.59667 0.04 -0.04 0.03
H -4.33237 -1.85685 1.19529 0.00 -0.03 -0.01
H -4.64084 -4.10939 0.44525 -0.05 -0.15 0.02
H -5.69480 -3.86453 1.85904 -0.08 -0.13 0.05
Cl -0.03152 1.27420 5.97531 0.10 -0.05 0.06
C 1.37838 0.56260 5.13573 -0.44 -0.19 0.06
C 2.17155 1.58616 4.38207 0.59 -0.07 -0.26
Cl 1.20520 2.53742 3.23102 -0.09 0.10 -0.01
H 0.99272 -0.20584 4.47313 -0.03 0.02 -0.06
H 1.99476 0.08872 5.89474 0.11 0.04 0.02
H 2.91447 1.07757 3.76609 0.02 -0.09 0.13
H 2.70442 2.25808 5.04868 -0.20 0.21 0.01
Cl 3.40199 0.32889 -4.98658 0.02 0.04 -0.04
C 2.73266 0.31752 -3.33257 0.30 0.71 -0.11
C 2.71767 -1.04140 -2.74092 -0.33 -0.51 -0.26
Cl 1.62263 -2.14714 -3.63143 -0.04 -0.01 0.08
H 1.75905 0.78706 -3.36653 -0.14 -0.02 -0.04
H 3.38278 0.93571 -2.71350 -0.01 0.11 -0.09
H 2.32898 -0.97622 -1.72886 0.20 -0.11 0.15
H 3.71026 -1.47382 -2.80763 0.05 -0.14 0.27
```
Positions in Å, forces in eV/Å.

Values from the calculation:
HOMO = -10.6 eV
SMILES string = ClCCCl.ClCCCl.ClCCCl.ClCCCl.ClCCCl.ClCCCl.ClCCCl.ClCCCl.ClCCCl
multiplicity = 1
charge = 0

The molecule's Löwdin atomic charges, reported in e, are given here:
1 Cl 0.55
2 C -0.62
3 C -0.66
4 Cl 0.59
5 H 0.07
6 H 0.07
7 H 0.08
8 H 0.06
9 Cl 0.57
10 C -0.67
11 C -0.63
12 Cl 0.57
13 H 0.08
14 H 0.01
15 H 0.07
16 H 0.02
17 Cl 0.54
18 C -0.66
19 C -0.69
20 Cl 0.53
21 H 0.07
22 H 0.05
23 H 0.07
24 H 0.01
25 Cl 0.61
26 C -0.69
27 C -0.63
28 Cl 0.60
29 H 0.03
30 H 0.02
31 H 0.04
32 H 0.06
33 Cl 0.54
34 C -0.67
35 C -0.64
36 Cl 0.54
37 H 0.07
38 H 0.03
39 H 0.08
40 H 0.02
41 Cl 0.57
42 C -0.63
43 C -0.69
44 Cl 0.57
45 H 0.05
46 H 0.06
47 H 0.07
48 H 0.07
49 Cl 0.53
50 C -0.67
51 C -0.66
52 Cl 0.56
53 H 0.03
54 H 0.08
55 H 0.08
56 H 0.07
57 Cl 0.53
58 C -0.66
59 C -0.65
60 Cl 0.55
61 H 0.01
62 H 0.08
63 H 0.06
64 H 0.07
65 Cl 0.54
66 C -0.71
67 C -0.68
68 Cl 0.53
69 H 0.00
70 H 0.06
71 H 0.02
72 H 0.07

(2)
6 unconnected molecules or ions with the total composition C18H36Cl4O12 in a non-equilibrium geometry. Source: OMol25; level of theory: wB97M-V/def2-TZVPD.

Geometry as XYZ:
```
70
Properties=species:S:1:pos:R:3:forces:R:3
C -2.52622 -0.88157 -2.90541 -0.59 1.53 0.18
C -1.94469 -2.23989 -3.13696 -0.47 -0.47 0.36
O -1.79028 -2.97146 -1.91879 0.41 -0.52 1.26
C -2.72144 -3.76318 -1.35999 -3.33 0.30 -3.31
O -3.92121 -3.80014 -1.73824 3.21 0.26 1.59
O -2.11810 -4.58256 -0.54450 0.24 -0.34 1.64
C -2.90769 -5.27818 0.46352 -0.10 0.43 -0.21
H -2.17293 -0.39136 -1.99619 0.78 -0.20 0.00
H -3.59681 -0.74229 -2.74799 -0.27 -1.00 -0.37
H -2.30131 -0.21056 -3.73543 0.25 -0.05 -0.07
H -0.90904 -2.16367 -3.46685 -0.12 0.11 -0.21
H -2.51307 -2.84448 -3.84390 -0.07 0.10 -0.04
H -3.65058 -5.90366 -0.02894 0.13 -0.07 0.13
H -3.39172 -4.57512 1.14150 -0.12 0.27 -0.36
H -2.21394 -5.82927 1.09633 0.12 -0.20 -0.51
C 5.19561 1.38338 1.57206 0.65 0.01 -0.05
C 6.18819 2.54392 1.70766 0.25 -0.92 -1.50
O 6.74757 2.66116 3.00918 -1.64 0.01 0.89
C 7.93594 3.23483 3.22889 -0.43 0.28 -1.77
O 8.73969 3.42449 2.34826 -0.05 0.10 1.07
O 8.04946 3.63443 4.48309 2.09 0.43 -0.31
C 7.18667 3.25610 5.50865 -1.61 -0.98 0.04
H 4.94482 1.34670 0.51102 0.03 -0.10 -0.10
H 4.24227 1.51647 2.08253 0.25 0.16 0.33
H 5.63829 0.42558 1.84394 -0.09 0.03 0.08
H 5.63879 3.38052 1.27207 0.21 0.92 1.10
H 7.02204 2.43875 1.01267 0.03 -0.40 0.01
H 6.21215 3.71232 5.33122 0.02 0.31 0.43
H 7.61980 3.49470 6.47813 0.06 0.32 -0.30
H 6.97571 2.18626 5.47794 0.26 -0.12 0.05
C -3.45282 1.94406 -6.15377 1.48 0.88 0.42
C -3.48496 2.76777 -4.81057 -1.50 -0.86 -2.04
O -2.31655 2.47727 -4.11519 0.97 -0.70 1.36
C -2.17114 2.67268 -2.76837 0.10 1.27 -1.01
O -2.95875 3.18346 -2.01624 0.22 -0.79 -0.28
O -0.89583 2.34892 -2.53561 0.62 -0.15 0.62
C -0.37188 2.37815 -1.19490 -0.38 -0.04 1.02
H -4.34742 2.01935 -6.77021 -0.20 -0.11 0.45
H -3.13585 0.91976 -5.95743 -0.59 -0.16 0.17
H -2.63716 2.31127 -6.77912 0.03 0.25 -0.05
H -4.40568 2.40059 -4.35614 0.18 0.45 0.83
H -3.52811 3.83331 -5.03533 -0.22 0.02 0.20
H -0.90118 1.67541 -0.55048 -0.05 -0.20 -0.17
H -0.40566 3.31922 -0.64450 -0.58 0.46 -0.68
H 0.69265 2.14909 -1.16703 -0.13 -0.32 -0.82
C -5.94818 -0.69173 0.50882 -0.26 -0.82 1.54
C -4.48293 -0.34449 0.35091 0.09 1.22 0.08
O -3.67039 -1.27506 1.09400 0.97 -0.40 -0.26
C -2.35070 -1.05092 1.29922 0.77 1.35 0.46
O -1.71447 0.00599 1.16251 -1.64 -2.53 -0.19
O -1.83773 -2.20308 1.80924 -2.25 0.86 -1.08
C -0.48104 -2.34373 1.99561 2.21 0.91 0.89
H -6.29820 -0.57113 1.53634 0.30 0.79 0.23
H -6.13279 -1.76681 0.48636 0.20 -0.11 -1.13
H -6.64029 -0.12079 -0.10780 0.35 -0.15 -0.31
H -4.25671 0.65179 0.73300 -0.16 0.07 0.12
H -4.21802 -0.28582 -0.70501 0.29 -0.58 0.05
H -0.16969 -1.97732 2.97672 -0.43 -0.54 0.61
H 0.16647 -1.67589 1.42672 -0.74 -0.36 -0.80
H -0.20928 -3.38850 1.85516 -0.07 0.14 -0.05
Cl 1.92600 -2.27026 -0.26560 -0.17 1.42 -0.59
C 1.51879 -0.46572 -0.48485 0.21 -1.24 -0.71
Cl 1.69896 0.35891 1.03341 0.05 0.46 0.06
H 2.17821 -0.07069 -1.25605 0.37 -0.13 0.42
H 0.51489 -0.34472 -0.88944 -0.16 -0.43 0.53
Cl 4.64927 -1.41340 3.95320 -0.43 0.26 -0.42
C 2.92645 -1.83375 3.67893 0.63 -0.85 0.85
Cl 2.01614 -1.46706 5.19715 0.09 -0.11 -1.05
H 2.49744 -1.40531 2.77462 0.15 0.51 0.46
H 2.98013 -2.91302 3.54626 -0.43 0.09 0.21
```
Positions in Å, forces in eV/Å.

Values from the calculation:
HOMO = -10.6 eV
SMILES string = CCOC(=O)OC.CCOC(=O)OC.CCOC(=O)OC.CCOC(=O)OC.ClCCl.ClCCl
multiplicity = 1
charge = 0

The molecule's natural (NBO) atomic charges, reported in e, are given here:
1 C -0.66
2 C -0.06
3 O -0.52
4 C 0.99
5 O -0.67
6 O -0.49
7 C -0.26
8 H 0.21
9 H 0.22
10 H 0.23
11 H 0.19
12 H 0.20
13 H 0.20
14 H 0.20
15 H 0.20
16 C -0.62
17 C -0.07
18 O -0.54
19 C 1.00
20 O -0.61
21 O -0.50
22 C -0.25
23 H 0.21
24 H 0.21
25 H 0.22
26 H 0.18
27 H 0.20
28 H 0.19
29 H 0.20
30 H 0.19
31 C -0.62
32 C -0.06
33 O -0.52
34 C 1.00
35 O -0.61
36 O -0.50
37 C -0.28
38 H 0.22
39 H 0.21
40 H 0.21
41 H 0.18
42 H 0.18
43 H 0.21
44 H 0.20
45 H 0.19
46 C -0.64
47 C -0.07
48 O -0.51
49 C 1.00
50 O -0.66
51 O -0.50
52 C -0.27
53 H 0.21
54 H 0.23
55 H 0.23
56 H 0.20
57 H 0.18
58 H 0.18
59 H 0.20
60 H 0.20
61 Cl -0.07
62 C -0.38
63 Cl 0.01
64 H 0.23
65 H 0.23
66 Cl -0.04
67 C -0.38
68 Cl -0.04
69 H 0.23
70 H 0.22

(3)
A molecular structure, C18H36F3HfO18 in a non-equilibrium geometry. Source: OMol25; level of theory: wB97M-V/def2-TZVPD.

Geometry as XYZ:
```
76
Properties=species:S:1:pos:R:3:forces:R:3
Hf -15.21262 -16.24085 -4.89248 -0.77 -1.58 -1.12
F -14.52015 -16.77806 -7.02541 -0.92 0.80 3.38
F -16.53630 -18.21841 -4.96367 2.10 3.03 0.21
F -14.83661 -14.58936 -3.24073 -0.23 -2.42 -2.41
C -17.57729 -14.56578 -0.90555 0.92 0.99 0.27
O -18.50663 -15.30570 -1.65943 -0.49 -0.79 -1.88
C -18.31807 -15.78991 -2.91920 1.66 -0.27 -0.19
O -17.32795 -15.67987 -3.67917 -1.54 0.43 1.79
O -19.33988 -16.51828 -3.30975 -0.34 0.39 0.17
C -20.36801 -17.03239 -2.41188 0.05 -0.51 -0.20
H -16.88658 -15.22890 -0.38469 0.14 0.03 -0.27
H -18.11256 -13.99070 -0.14998 -0.42 -0.39 -0.05
H -17.07083 -13.80054 -1.49378 0.33 -0.46 -0.29
H -20.26568 -16.73321 -1.36874 0.36 -0.09 -0.28
H -20.27359 -18.10594 -2.57519 -0.06 -0.02 0.50
H -21.37844 -16.77940 -2.73301 0.32 0.50 -0.39
C -11.97796 -19.72777 -6.15551 1.11 3.45 -1.95
O -12.52089 -20.08207 -4.94852 -1.79 -0.67 3.06
C -13.43809 -19.32220 -4.26799 -0.67 1.18 -3.24
O -13.66422 -18.10795 -4.51475 0.92 -1.66 0.54
O -14.23284 -20.01937 -3.51412 0.15 -0.20 1.06
C -14.15952 -21.47710 -3.51778 0.22 -0.15 -0.31
H -11.33419 -20.43361 -6.68034 -0.71 -0.81 0.68
H -11.31940 -18.87020 -6.01782 0.39 0.13 0.31
H -12.70306 -19.24946 -6.81396 -0.46 -0.65 -0.20
H -13.28720 -21.83238 -2.96920 0.23 0.24 -0.40
H -14.17487 -21.76298 -4.56951 0.19 -0.35 0.30
H -15.00831 -21.92400 -3.00015 -0.29 0.79 -0.09
C -13.36889 -16.53072 -0.51477 1.35 1.65 0.87
O -14.40957 -17.38858 -0.33234 -3.98 -3.48 -1.26
C -15.29355 -17.74774 -1.32867 0.28 0.71 0.76
O -15.29140 -17.22684 -2.42907 -0.17 -0.81 0.51
O -16.17258 -18.67746 -0.83430 2.19 2.24 0.49
C -17.13293 -19.23868 -1.67419 -0.66 -0.58 -2.00
H -12.74980 -16.64373 -1.40474 -0.33 -0.21 -0.13
H -12.81119 -16.76114 0.39296 0.71 0.34 -0.29
H -13.73238 -15.51033 -0.39320 0.18 0.21 -0.48
H -16.64262 -19.65620 -2.55361 0.07 -0.56 0.16
H -17.83159 -18.57100 -2.17833 0.03 0.75 0.56
H -17.71683 -19.96162 -1.10453 0.40 0.02 0.03
C -13.11522 -13.78156 -8.19794 -0.59 -0.55 -1.67
O -13.54450 -12.68391 -7.44772 -1.79 -0.60 2.41
C -14.45625 -12.99055 -6.46812 1.97 0.78 2.76
O -14.92759 -14.07985 -6.02114 1.24 3.23 -2.20
O -14.48033 -11.77024 -5.78729 0.14 -2.81 -2.56
C -15.01630 -11.80276 -4.52827 -2.63 0.86 2.00
H -13.01907 -14.66804 -7.57104 -0.19 -0.16 -0.45
H -12.21570 -13.54135 -8.76475 0.21 0.24 0.59
H -13.89424 -13.79279 -8.96024 0.10 -1.35 -0.27
H -15.60188 -10.88912 -4.42601 0.30 0.39 0.10
H -14.30551 -11.83248 -3.70244 0.24 -0.38 -0.37
H -15.80229 -12.55052 -4.42258 0.54 -0.49 0.15
C -20.54076 -16.41885 -7.32147 -0.34 0.01 -1.27
O -19.27334 -16.21273 -6.65375 0.77 1.00 -0.25
C -18.12288 -15.79463 -7.22485 0.38 -2.01 -0.53
O -17.06583 -15.73711 -6.56504 -2.01 0.46 -1.51
O -18.26798 -15.69615 -8.60105 0.60 0.43 1.46
C -17.04964 -15.74884 -9.41123 0.87 -0.20 1.19
H -20.68597 -16.00097 -8.31766 0.86 0.78 0.10
H -21.35488 -15.99737 -6.73183 0.42 -0.30 0.43
H -20.70244 -17.46386 -7.58586 0.25 -0.29 0.93
H -16.53922 -16.65377 -9.08156 0.25 0.09 -0.26
H -16.39759 -14.89955 -9.20719 -0.15 0.04 0.28
H -17.19101 -15.76188 -10.49195 -1.02 -0.11 0.34
C -10.93605 -14.28542 -3.42696 -1.15 0.46 1.64
O -10.59359 -15.00547 -4.57295 0.05 -0.42 -1.99
C -11.53834 -15.51243 -5.40682 -1.63 0.45 3.07
O -12.76174 -15.50762 -5.09844 2.73 -0.21 -0.97
O -10.99447 -16.07944 -6.44064 -2.11 -0.45 -0.49
C -9.73438 -15.73750 -6.95184 1.31 0.82 -0.34
H -10.05860 -13.91476 -2.89706 0.31 -0.28 -0.59
H -11.46576 -14.93187 -2.72724 -0.14 -0.04 -0.05
H -11.58117 -13.42642 -3.61144 -0.06 -0.11 -0.39
H -9.66686 -16.12336 -7.96902 -0.06 -0.51 0.35
H -8.94532 -16.09032 -6.28776 0.01 -0.11 -0.25
H -9.62486 -14.66140 -7.08642 -0.14 0.13 0.39
```
Positions in Å, forces in eV/Å.

Values from the calculation:
HOMO = -12.9 eV
multiplicity = 1
charge = +1

The molecule's Löwdin atomic charges, reported in e, are given here:
1 Hf 2.17
2 F -0.50
3 F -0.51
4 F -0.51
5 C -0.02
6 O -0.01
7 C -0.49
8 O -0.03
9 O 0.02
10 C 0.01
11 H 0.10
12 H 0.10
13 H 0.10
14 H 0.10
15 H 0.10
16 H 0.10
17 C -0.06
18 O 0.00
19 C -0.47
20 O -0.04
21 O 0.03
22 C 0.03
23 H 0.11
24 H 0.08
25 H 0.11
26 H 0.11
27 H 0.11
28 H 0.10
29 C -0.08
30 O -0.01
31 C -0.46
32 O 0.02
33 O 0.02
34 C -0.04
35 H 0.09
36 H 0.11
37 H 0.10
38 H 0.08
39 H 0.08
40 H 0.11
41 C -0.04
42 O 0.01
43 C -0.37
44 O -0.05
45 O 0.00
46 C -0.10
47 H 0.07
48 H 0.10
49 H 0.10
50 H 0.10
51 H 0.10
52 H 0.08
53 C -0.02
54 O 0.02
55 C -0.44
56 O -0.02
57 O -0.02
58 C 0.00
59 H 0.09
60 H 0.10
61 H 0.10
62 H 0.10
63 H 0.08
64 H 0.10
65 C -0.03
66 O 0.00
67 C -0.50
68 O -0.02
69 O 0.02
70 C -0.02
71 H 0.10
72 H 0.09
73 H 0.10
74 H 0.11
75 H 0.11
76 H 0.11

The following frontier orbital gap values (in eV) correspond, in order, to the records above: 10.951; 10.978; 10.854.